No. 1
Molecular formula: C5H6BNO8
Method: DFT, ωB97M-V/def2-TZVPD

Structure (XYZ):
```
21
Properties=species:S:1:pos:R:3:nbo_charge:R:1
O 0.262 -0.636 3.219 -0.96
C 1.034 0.065 -1.192 -0.67
H -0.784 -0.647 3.136 0.51
H 0.867 1.199 -1.214 0.29
H 2.092 0.697 2.897 0.48
O 0.888 -2.439 -0.592 -0.47
C -0.593 1.985 0.821 0.75
H -1.107 -0.102 -1.088 0.26
O -0.489 2.583 -0.275 -0.77
C -0.228 -0.480 -0.688 -0.14
C -2.023 -0.026 1.483 0.78
O -0.743 2.455 1.984 -0.75
O -2.203 -0.546 2.607 -0.77
O 1.812 0.552 1.985 -0.91
B 0.549 0.063 2.077 1.09
C -0.567 0.509 1.030 -0.42
O -1.329 -2.398 -0.639 -0.43
O -2.866 -0.098 0.565 -0.75
N -0.199 -1.851 -0.607 0.49
H 1.865 -0.476 -0.788 0.23
H 1.117 0.009 -2.381 0.15
```

## Properties
E_tot ... -23828.3459 eV
Relative energy (zero: lowest compared OMol25 entry of this formula, charge and spin) ... 47.6 kcal per mole
Net charge ... -2

---

No. 2
Molecular formula: C5H8O2
Method: DFT, ωB97M-V/def2-TZVPD

Structure (XYZ):
```
15
Properties=species:S:1:pos:R:3:nbo_charge:R:1
C -1.022 -1.138 0.306 0.06
H -2.498 0.093 -0.824 0.20
H 1.277 1.052 -1.792 0.21
H 3.329 1.734 0.727 -0.01
C -1.517 0.106 -0.358 0.06
H -1.655 -2.019 0.305 0.20
H 2.102 -1.021 -0.688 0.21
H 2.741 1.339 0.498 0.00
C 1.080 -0.680 -0.589 0.02
H -0.580 0.612 1.571 0.24
C 0.638 0.428 -1.180 0.02
H -2.311 0.017 1.745 0.22
O 0.328 -1.500 0.208 -0.48
C -1.408 0.053 1.141 -0.47
O -0.636 0.918 -1.083 -0.48
```

## Properties
E_tot ... -9406.3657 eV
SMILES string ... C1=CO[C@@H]2C[C@@H]2O1.[H][H]
Relative energy (zero: lowest compared OMol25 entry of this formula, charge and spin) ... 79.9 kcal per mole

---

No. 3
Molecular formula: C16H33Cl2PSc
Method: DFT, ωB97M-V/def2-TZVPD

Structure (XYZ):
```
53
Properties=species:S:1:pos:R:3:nbo_charge:R:1
H -2.233 -0.345 1.948 0.22
Cl 1.530 1.683 0.622 -0.59
C -2.147 -0.144 -3.687 -0.41
Cl 0.550 -2.425 -0.758 -0.59
H -0.424 1.710 -1.123 0.23
H 1.646 -3.232 3.291 0.20
H -2.588 0.494 -1.608 0.20
H 0.322 -0.165 5.810 0.20
H -0.201 1.367 5.054 0.20
H -1.132 -1.802 5.487 0.21
H 3.115 -0.751 -2.885 0.17
H 3.342 1.048 -2.099 0.18
H -0.942 2.163 3.186 0.20
C 0.587 0.573 -2.622 -0.43
C 2.449 -0.630 3.935 -0.61
P -0.075 -0.767 2.709 0.84
H 1.407 1.275 -3.150 0.18
H -3.478 0.462 3.942 0.20
H -1.383 -2.692 3.133 0.22
C 0.627 -3.436 2.937 -0.62
Sc 1.227 -0.127 -0.928 1.06
C -1.703 0.141 2.789 -0.51
H -1.048 -1.269 -5.226 0.20
H -2.506 -1.092 -3.281 0.20
H 1.351 1.027 3.157 0.26
C -1.985 0.861 -2.512 -0.41
H -2.334 1.902 -2.824 0.20
H 0.580 -2.324 5.481 0.20
H -2.772 -1.135 4.214 0.20
C -0.378 -2.427 3.509 -0.51
C 1.138 0.154 3.801 -0.53
C -0.409 -2.490 5.035 -0.62
H 2.814 -0.956 2.952 0.23
C -0.498 1.092 -2.052 -0.34
C -1.555 1.629 2.449 -0.61
C 0.626 0.655 5.147 -0.62
H -1.086 1.765 1.468 0.25
H -0.656 0.456 -5.128 0.19
C -2.529 -0.079 4.056 -0.61
H 2.352 -1.504 4.593 0.19
C 2.904 -0.035 -1.988 -0.87
C 0.323 -0.694 -3.594 -0.42
H 0.346 -4.446 3.265 0.19
H -2.034 0.317 4.951 0.20
H 0.626 -3.407 1.839 0.26
H 1.453 1.183 5.643 0.20
H 1.231 -0.913 -4.158 0.21
H -0.720 -3.506 5.319 0.20
H -2.550 2.093 2.434 0.19
H -2.908 0.284 -4.345 0.19
H 0.158 -1.555 -2.920 0.24
C -0.890 -0.429 -4.517 -0.39
H 3.210 0.033 4.370 0.20
```

## Properties
E_tot ... -72161.0165 eV
Net charge ... -1

---

No. 4
Molecular formula: C33H77N11O11
Method: DFT, ωB97M-V/def2-TZVPD

Structure (XYZ):
```
132
Properties=species:S:1:pos:R:3:lowdin_spin:R:1
H -28.675 28.917 -14.898 0.00
H -35.097 25.949 -10.960 0.00
H -32.940 29.969 -22.631 0.00
H -28.398 25.010 -18.531 0.00
O -30.543 31.182 -13.271 0.00
H -26.628 24.741 -16.390 0.00
C -28.504 22.137 -12.630 0.00
C -29.685 20.366 -14.006 0.00
H -29.559 26.634 -14.345 0.00
H -24.583 29.530 -14.554 0.04
H -32.317 27.182 -19.348 0.00
H -31.486 34.513 -20.216 0.00
H -30.368 19.971 -13.253 0.00
O -29.461 30.199 -16.310 0.00
H -31.243 24.522 -7.630 0.00
H -27.009 31.429 -16.083 0.03
H -27.490 21.810 -12.859 0.00
H -34.793 32.664 -21.198 0.00
H -27.647 24.907 -13.183 0.00
H -31.825 30.537 -20.621 0.00
H -26.843 25.888 -14.419 0.00
H -33.520 33.084 -15.775 0.00
O -23.375 25.124 -12.958 0.00
H -34.595 32.421 -19.494 0.00
H -30.738 27.558 -9.630 0.00
C -29.545 29.238 -15.492 0.00
C -27.090 27.727 -17.317 0.00
H -24.804 24.847 -10.802 0.00
H -32.675 28.041 -15.944 0.00
C -26.020 31.667 -15.692 0.07
H -26.012 24.975 -18.036 0.00
H -37.692 27.383 -12.965 0.00
H -33.954 27.371 -17.910 0.00
H -26.560 24.776 -11.008 0.00
H -33.968 32.181 -13.034 0.00
C -25.744 32.116 -13.287 0.01
C -32.687 26.479 -20.095 0.00
C -29.238 33.685 -17.930 0.00
O -34.475 31.275 -23.134 0.00
C -34.503 26.620 -18.478 0.00
H -30.329 22.368 -15.445 0.00
H -28.739 21.598 -11.713 0.00
C -29.636 22.778 -14.694 0.00
C -30.982 31.999 -14.078 0.00
H -26.097 29.020 -14.693 0.02
H -29.113 26.515 -18.097 0.00
O -30.425 32.311 -20.980 0.00
H -29.239 31.761 -19.436 0.00
H -35.953 26.540 -20.515 0.00
N -25.802 31.212 -14.327 0.52
C -37.044 26.799 -13.620 0.00
H -32.264 24.571 -9.071 0.00
H -25.870 32.716 -15.950 0.00
O -26.038 28.338 -17.024 0.00
C -36.001 25.804 -11.551 0.00
H -30.013 20.202 -15.033 0.00
C -33.738 30.653 -22.305 0.00
H -32.333 25.477 -19.853 0.00
N -27.210 26.436 -17.342 0.00
H -36.828 26.371 -11.125 0.00
H -25.299 25.866 -16.563 0.00
C -26.172 25.458 -17.072 0.00
H -32.314 26.721 -21.090 0.00
H -31.929 29.268 -17.000 0.00
H -25.345 29.272 -13.180 0.00
H -31.570 26.439 -10.743 0.00
H -32.820 31.081 -19.119 0.00
H -35.558 26.875 -18.375 0.00
H -28.213 33.726 -18.297 0.00
C -30.489 27.137 -14.614 0.00
C -24.507 25.417 -13.438 0.00
H -28.711 19.887 -13.904 0.00
N -32.291 32.218 -14.298 0.00
H -34.025 30.977 -14.401 0.00
O -29.124 23.858 -14.943 0.00
C -34.860 31.906 -20.418 0.00
H -30.376 32.496 -14.853 0.00
H -33.931 25.644 -12.958 0.00
O -28.787 24.039 -8.562 0.00
C -34.639 26.159 -13.626 0.00
C -28.454 25.734 -17.718 0.00
O -25.562 31.715 -12.201 0.21
C -29.955 32.464 -19.889 0.00
N -30.587 28.402 -15.347 0.00
H -35.790 31.403 -20.153 0.00
N -35.793 26.410 -12.900 0.00
H -29.521 34.627 -17.460 0.00
C -33.405 31.501 -13.674 0.00
H -28.391 23.186 -12.357 0.00
C -31.513 25.118 -8.501 0.00
N -33.871 30.882 -20.979 0.00
C -34.931 26.361 -20.884 0.00
H -27.346 26.612 -12.961 0.00
H -36.357 24.776 -11.630 0.00
H -31.010 27.127 -13.657 0.00
H -32.498 29.603 -15.475 0.00
H -24.610 26.005 -14.363 0.00
H -36.693 27.369 -14.479 0.00
C -25.604 24.616 -11.506 0.00
C -31.931 28.835 -16.000 0.00
H -25.458 23.571 -11.779 0.00
C -32.524 32.658 -15.660 0.00
N -25.569 25.303 -12.705 0.00
H -29.005 25.304 -16.882 0.00
H -33.016 30.616 -13.171 0.00
H -32.943 29.567 -19.683 0.00
C -32.770 30.568 -20.079 0.00
H -31.906 34.518 -18.413 0.00
H -34.421 25.727 -17.859 0.00
N -30.134 33.530 -19.041 0.00
C -31.136 34.547 -19.184 0.00
H -30.927 26.387 -15.273 0.00
H -32.193 31.989 -16.454 0.00
H -37.410 25.838 -13.983 0.00
N -34.075 26.448 -19.904 0.00
H -29.377 32.902 -17.184 0.00
H -28.019 28.263 -17.568 0.00
N -30.408 25.561 -9.422 0.00
H -32.060 25.936 -8.032 0.00
C -26.909 25.691 -13.349 0.00
C -25.554 29.775 -14.124 0.07
C -29.194 24.882 -9.428 0.00
H -30.770 35.573 -19.146 0.00
H -25.761 33.134 -13.706 0.00
O -34.474 26.547 -14.771 0.00
C -30.631 26.657 -10.233 0.00
O -34.545 26.191 -22.042 0.00
H -31.963 33.534 -15.987 0.00
H -29.821 26.775 -10.952 0.00
H -25.286 31.181 -16.334 0.02
N -29.378 21.820 -13.750 0.00
H -28.583 25.105 -10.316 0.00
```

## Properties
E_tot ... -74369.6144 eV
Spin multiplicity ... 2
Relative energy (zero: lowest compared OMol25 entry of this formula, charge and spin) ... 230.0 kcal per mole
Net charge ... +1

---

No. 5
Molecular formula: C2H4ClFO2
Method: DFT, ωB97M-V/def2-TZVPD

Structure (XYZ):
```
10
Properties=species:S:1:pos:R:3:nbo_charge:R:1
H -1.896 1.151 -0.498 0.16
C 0.866 0.319 0.709 0.54
O -0.266 -2.314 -0.901 -0.94
F 1.408 1.381 1.353 -0.32
O -0.229 0.469 0.107 -0.41
H 0.566 -2.609 -0.678 0.47
Cl 2.001 -0.898 0.237 0.01
H -0.340 -1.346 -0.849 0.47
C -1.144 1.386 0.168 -0.15
H -0.967 2.461 0.352 0.18
```

## Properties
E_tot ... -21469.2680 eV
Relative energy (zero: lowest compared OMol25 entry of this formula, charge and spin) ... 101.3 kcal per mole

---

No. 6
Molecular formula: H5N2PS
Method: DFT, ωB97M-V/def2-TZVPD

Structure (XYZ):
```
9
Properties=species:S:1:pos:R:3:nbo_charge:R:1
P 0.409 -1.039 0.821 0.75
N -1.658 0.653 0.334 -0.65
H -0.397 -0.071 -0.977 0.39
S 2.744 0.779 0.263 -0.61
N -0.716 -0.284 -0.106 -0.73
H -1.754 0.511 1.425 0.38
H -2.392 0.631 -0.273 0.37
H 2.686 0.467 -1.072 0.11
H 1.078 -1.648 -0.415 -0.01
```

## Properties
E_tot ... -23182.0477 eV
Relative energy (zero: lowest compared OMol25 entry of this formula, charge and spin) ... 92.2 kcal per mole

---

No. 7
Molecular formula: C2H2F3O5S
Method: DFT, ωB97M-V/def2-TZVPD

Structure (XYZ):
```
13
Properties=species:S:1:pos:R:3:nbo_charge:R:1
F -2.752 -1.299 -0.163 -0.34
H -0.078 -0.842 0.716 0.17
O 2.975 1.347 -0.196 -1.00
O 2.311 -0.543 1.203 -1.03
H 0.056 0.951 0.761 0.16
O -1.194 0.192 -0.713 -0.52
C -2.367 0.000 -0.135 1.17
O 1.010 0.018 -0.797 -0.73
S 2.551 -0.032 -0.136 2.56
O 3.229 -0.933 -1.032 -0.99
C -0.018 0.070 0.123 0.24
F -2.411 0.377 1.159 -0.34
F -3.314 0.694 -0.789 -0.33
```

## Properties
E_tot ... -31334.3029 eV
SMILES string ... O=S(=O)([O-])OCOC(F)(F)F
Net charge ... -1

---

No. 8
Molecular formula: C2H3N3O
Method: DFT, ωB97M-V/def2-TZVPD

Structure (XYZ):
```
9
Properties=species:S:1:pos:R:3:nbo_charge:R:1
H 0.239 1.671 0.143 0.22
C -1.411 0.165 -0.023 -0.12
H 2.239 0.452 0.066 0.47
N -0.032 -1.546 0.038 -0.05
N 0.669 -0.432 0.074 0.10
H -2.362 0.729 -0.137 0.23
N -1.283 -1.199 -0.048 -0.24
O 2.066 -0.490 -0.092 -0.47
C -0.126 0.649 -0.020 -0.15
```

## Properties
E_tot ... -8637.0906 eV
SMILES string ... On1ccnn1
Relative energy (zero: lowest compared OMol25 entry of this formula, charge and spin) ... 78.5 kcal per mole